# 1
The following is a DFT calculation (ωB97M-V with the def2-TZVPD basis set) of C27H34MoN2O2S as an isolated structure.

XYZ file:
```
67
Properties=species:S:1:pos:R:3:forces:R:3:lowdin_charge:R:1
Mo -1.264916 1.495035 1.232984 0.52 -0.02 -0.03 1.684
C -2.194559 -4.706714 -1.642026 0.04 0.05 0.01 0.014
C -3.180908 -3.540804 -1.960634 -0.02 -0.14 0.01 -0.540
C -4.605965 -3.979774 -1.625983 -0.02 0.06 -0.01 -0.029
C -3.075110 -3.189529 -3.463250 0.00 0.03 -0.03 0.003
C -2.725732 -2.378232 -1.152790 -0.08 0.01 0.01 -0.049
C -3.500442 -1.821891 -0.106180 0.03 0.00 0.01 0.080
C -3.044433 -0.749496 0.594502 0.00 -0.02 0.03 -0.029
N -1.827668 -0.167244 0.319718 -0.02 -0.09 0.06 -0.124
C -1.035638 -0.700673 -0.683566 -0.02 0.04 -0.04 -0.152
C -1.459512 -1.775788 -1.400303 0.07 0.02 -0.01 0.113
C 0.237741 0.023399 -0.836580 -0.01 0.00 -0.03 -0.164
C 1.209614 -0.257494 -1.754094 -0.03 0.00 0.00 0.120
C 2.393593 0.516254 -1.816556 0.03 0.00 0.00 -0.058
C 2.510448 1.562211 -0.872283 -0.03 0.01 0.04 0.059
C 1.517787 1.796510 0.030587 0.03 0.03 0.01 -0.058
N 0.369757 1.050617 0.070272 -0.11 0.04 -0.13 -0.113
C 3.474945 0.263436 -2.816959 0.04 -0.08 -0.06 -0.544
C 3.154958 -0.902450 -3.752307 -0.02 0.03 0.01 -0.036
C 3.665173 1.559063 -3.644933 -0.01 0.04 0.00 0.004
C 4.781229 -0.040385 -2.040273 -0.01 0.03 0.04 0.003
H -2.521452 -5.573141 -2.216338 -0.02 0.01 -0.02 0.118
H -2.216471 -4.972972 -0.585205 0.01 0.00 0.00 0.105
H -1.170763 -4.478134 -1.940854 0.01 -0.01 0.02 0.091
H -4.877791 -4.819057 -2.263328 0.02 -0.01 -0.01 0.113
H -5.332822 -3.187392 -1.818435 0.00 -0.01 0.01 0.107
H -4.703603 -4.323641 -0.594614 0.00 0.00 0.00 0.102
H -3.386116 -4.066022 -4.030295 0.00 0.00 0.00 0.116
H -2.059191 -2.947422 -3.778067 -0.01 -0.01 0.00 0.087
H -3.738693 -2.365369 -3.727144 0.00 -0.01 0.00 0.106
H -4.468207 -2.234561 0.141817 0.00 0.00 0.00 0.140
H -3.629829 -0.298635 1.389192 0.00 0.00 0.00 0.137
H -0.827903 -2.181989 -2.178075 0.00 0.00 0.02 0.137
H 1.077531 -1.074088 -2.449480 0.00 0.00 0.01 0.127
H 3.387872 2.193520 -0.859565 0.00 0.00 0.00 0.142
H 1.592259 2.602998 0.751262 0.00 0.00 0.01 0.128
H 2.258705 -0.716915 -4.349463 0.00 -0.01 0.00 0.101
H 3.052355 -1.847796 -3.214145 0.00 0.00 0.00 0.101
H 3.977161 -1.029670 -4.454054 0.01 0.01 0.00 0.112
H 2.756888 1.827844 -4.185652 0.01 0.00 -0.01 0.104
H 4.450734 1.374367 -4.376821 0.00 -0.01 0.00 0.115
H 3.981663 2.405316 -3.034986 0.00 0.00 0.00 0.092
H 4.682742 -0.935340 -1.424790 0.00 0.00 0.00 0.103
H 5.097722 0.795326 -1.415432 0.00 -0.01 0.00 0.090
H 5.571201 -0.218445 -2.768919 -0.01 0.00 -0.02 0.115
O -2.606521 3.166393 -1.283777 0.04 0.00 -0.03 0.303
C -2.153748 2.615047 -0.433092 -0.20 0.13 -0.01 0.010
C 3.636539 1.754361 4.150828 0.02 0.01 0.01 0.007
C 2.198699 2.118123 3.963613 0.00 0.03 0.00 -0.202
C 1.279348 1.218989 3.416115 -0.01 0.02 -0.03 0.011
C -0.080812 1.548011 3.301969 -0.22 -0.06 -0.08 -0.234
C -0.525333 2.814672 3.775314 0.02 0.06 0.03 -0.413
C 0.377260 3.736329 4.261059 -0.06 0.00 -0.03 -0.001
C 1.722963 3.372518 4.368298 0.04 -0.04 0.00 0.083
S -2.239455 3.265065 3.657328 0.01 0.02 0.14 1.180
C -3.054889 2.414642 4.992247 -0.03 0.00 -0.03 -0.157
O -2.592131 2.367020 2.370371 0.00 0.02 -0.16 -0.664
H 3.875080 0.784479 3.720694 0.00 0.00 0.00 0.097
H 3.869010 1.718651 5.218174 0.00 -0.01 0.00 0.123
H 4.289707 2.512003 3.714959 0.00 0.00 0.00 0.112
H 1.613916 0.231802 3.117750 -0.01 -0.01 0.01 0.145
H -0.791030 0.695944 3.245032 -0.01 -0.12 0.33 0.123
H 0.058021 4.723570 4.577769 0.00 0.00 0.00 0.148
H 2.419330 4.090205 4.789128 0.00 0.00 0.00 0.161
H -2.765557 1.366558 5.038248 0.01 0.00 -0.01 0.087
H -4.128224 2.551569 4.841093 0.00 0.00 0.00 0.098
H -2.756507 2.949217 5.900952 0.01 0.02 -0.01 0.107
```
Forces are in eV/Å.

Calculated values
lowest unoccupied orbital energy (spin up / spin down): -16.1 / -15.5 eV
energy relative to the best compared isomer or geometry (same formula, charge and spin): 0.3 kcal/mol
multiplicity: 3
total charge: +4
⟨S²⟩: 2.02
Kohn-Sham gap (spin up / spin down): 4.90 / 5.61 eV
HOMO (spin up / spin down): -21.0 / -21.1 eV

---

# 2
The following is a DFT calculation (ωB97M-V with the def2-TZVPD basis set) of one molecule with the formula C27H34N4O5S.

XYZ file:
```
71
Properties=species:S:1:pos:R:3:forces:R:3:lowdin_charge:R:1
C -7.073564 -2.394612 -0.785241 0.09 0.23 0.04 -0.064
C -6.731386 -0.932736 -0.512040 -0.14 -0.10 -0.30 -0.197
N -5.410932 -0.787486 0.075932 -0.17 0.03 0.00 -0.074
C -5.312806 -0.891912 1.514496 0.05 0.16 0.37 -0.221
C -5.681055 0.411904 2.221149 0.03 -0.27 -0.10 -0.078
C -4.359403 -0.700867 -0.766405 0.14 0.01 0.00 -0.475
O -4.486334 -0.738096 -1.978333 -0.05 -0.07 -0.28 0.071
C -3.001873 -0.561807 -0.168547 0.57 0.15 0.11 -0.358
S -2.579157 0.818843 0.821848 0.30 -0.30 -0.22 1.187
C -0.947213 0.281934 0.896939 -0.35 -0.53 -0.41 -0.413
C -0.736416 -0.882275 0.187772 -0.30 0.47 0.20 -0.097
C -1.928681 -1.357899 -0.442468 -0.34 0.17 0.14 -0.220
C -1.990661 -2.597323 -1.264367 -0.02 -0.08 -0.20 -0.003
C 0.588595 -1.462516 0.136244 -0.29 -0.05 0.01 -0.347
O 0.901934 -2.493790 -0.412461 -0.05 -0.01 0.00 0.116
N 1.555249 -0.688160 0.807873 0.47 -0.25 -0.05 0.138
C 2.906388 -1.175885 0.789166 0.38 -0.14 0.07 -0.196
C 3.537901 -1.496092 1.977917 -0.16 0.00 -0.20 0.001
C 4.838169 -1.963394 1.941512 -0.02 -0.01 -0.03 -0.025
C 5.515084 -2.126532 0.741210 -0.09 0.03 0.06 -0.231
C 6.921823 -2.638957 0.731033 -0.05 0.02 -0.03 -0.045
C 4.866138 -1.808917 -0.456134 -0.11 0.07 0.08 -0.216
C 5.562850 -1.973915 -1.770817 0.01 -0.01 0.05 -0.040
C 3.565169 -1.331743 -0.418473 0.01 0.06 0.22 0.029
C 1.353279 0.497062 1.469616 -0.27 0.49 0.13 -0.431
O 2.257833 1.161117 1.937940 0.16 0.04 0.13 0.083
N 0.042262 0.929932 1.572912 0.22 -0.09 0.13 0.013
C -0.225215 2.164384 2.285755 -0.03 0.42 0.01 -0.043
C -0.249842 3.340917 1.293825 0.20 -0.36 0.52 -0.493
O -1.280654 3.897167 0.981616 -0.40 0.12 -0.06 0.057
N 0.963848 3.638114 0.802369 0.51 0.10 -0.13 0.090
C 1.142732 4.572840 -0.281298 0.10 0.03 -0.52 -0.102
C 1.563916 3.882626 -1.594210 -0.46 0.41 0.11 -0.298
C 0.655131 2.701581 -1.981289 0.14 0.06 0.01 -0.102
C 1.639563 1.589525 -2.346605 0.19 0.16 0.04 -0.134
C 2.875782 1.970898 -1.531687 -0.01 -0.42 -0.04 -0.195
O 2.891104 3.383904 -1.498914 0.07 0.16 0.14 -0.091
H -8.068065 -2.467166 -1.216377 -0.12 -0.07 -0.04 0.074
H -6.357290 -2.812162 -1.487677 0.05 -0.05 -0.07 0.075
H -7.048490 -2.980575 0.131313 -0.03 -0.08 0.08 0.067
H -7.462290 -0.487187 0.165202 0.04 0.04 -0.03 0.115
H -6.732122 -0.380222 -1.454108 -0.08 0.00 0.17 0.122
H -4.294987 -1.185520 1.780050 -0.16 -0.07 0.00 0.107
H -5.987508 -1.688002 1.845218 0.11 -0.02 -0.01 0.120
H -5.562325 0.293488 3.294678 -0.01 0.04 0.15 0.077
H -6.713307 0.684102 2.016999 -0.11 0.06 0.00 0.069
H -5.040734 1.223266 1.885256 0.00 0.09 0.03 0.038
H -1.043209 -2.749869 -1.773358 -0.04 -0.09 -0.04 0.079
H -2.797630 -2.526876 -1.988004 -0.03 -0.04 -0.02 0.079
H -2.162519 -3.461865 -0.622751 0.05 -0.09 0.00 0.099
H 3.022056 -1.374673 2.917712 -0.05 0.03 0.09 0.122
H 5.334964 -2.210282 2.868429 0.07 -0.03 0.08 0.111
H 6.987468 -3.564801 0.160587 0.09 -0.08 -0.04 0.084
H 7.589477 -1.915545 0.264481 0.12 0.00 -0.03 0.084
H 7.270251 -2.829871 1.742486 0.06 -0.02 0.04 0.076
H 6.458139 -1.354160 -1.810472 0.09 0.01 -0.08 0.084
H 5.870471 -3.009172 -1.912368 0.07 -0.06 -0.09 0.084
H 4.908283 -1.692909 -2.591217 0.00 0.01 -0.09 0.077
H 3.057191 -1.088042 -1.339016 -0.08 0.01 -0.11 0.119
H -1.199700 2.088770 2.773143 0.12 0.05 -0.03 0.120
H 0.566046 2.303392 3.025272 -0.17 -0.05 -0.06 0.137
H 1.773567 3.114858 1.111307 -0.15 -0.07 0.12 0.128
H 0.188311 5.083394 -0.427156 0.14 0.03 0.01 0.128
H 1.914041 5.298914 -0.012583 -0.10 0.02 -0.03 0.129
H 1.573412 4.653674 -2.375831 -0.04 -0.08 0.09 0.147
H 0.036732 2.407006 -1.133074 -0.05 -0.02 -0.02 0.097
H -0.006235 2.957929 -2.805252 -0.06 0.01 0.01 0.120
H 1.872230 1.625238 -3.411208 0.01 -0.06 -0.02 0.115
H 1.264614 0.597354 -2.102077 -0.02 -0.09 -0.03 0.100
H 3.813238 1.643683 -1.985092 -0.04 -0.05 0.05 0.123
H 2.826350 1.566009 -0.512348 0.03 -0.01 -0.08 0.097
```
Forces are in eV/Å.

Calculated values
lowest unoccupied orbital energy: 0.5 eV
energy relative to the best compared isomer or geometry (same formula, charge and spin): 0.0 kcal/mol
SMILES string: CCN(CC)C(=O)c1sc2c(c1C)c(=O)n(-c1ccc(C)c(C)c1)c(=O)n2CC(=O)NC[C@@H]1CCCO1
total charge: 0
Kohn-Sham gap: 8.99 eV
HOMO: -8.5 eV

---

# 3
The following is a DFT calculation (ωB97M-V with the def2-TZVPD basis set) of C27H34N5RuS5 as an isolated structure in a non-equilibrium geometry.

XYZ file:
```
72
Properties=species:S:1:pos:R:3:forces:R:3:lowdin_charge:R:1
Ru 12.561249 12.605368 11.956778 3.02 -2.40 0.54 0.481
S 14.837189 13.127257 11.414938 -0.27 -0.98 -0.47 0.574
C 15.332312 14.370678 12.500522 0.69 1.16 1.81 -0.675
C 16.725447 14.560791 12.855525 -2.50 0.42 0.20 -0.087
C 17.100357 15.658456 13.626545 0.06 0.06 -0.86 -0.063
C 16.120403 16.574411 14.058354 0.13 0.08 0.94 -0.068
C 14.751500 16.284686 13.941904 0.97 -0.37 -0.28 -0.088
C 14.366434 15.190056 13.163868 1.45 -0.21 -0.67 -0.541
S 12.666226 14.847654 12.890946 -0.09 -0.66 0.78 0.929
C 12.459754 15.420773 11.223366 0.70 1.86 -1.08 -0.426
C 11.310107 14.720427 10.554291 -0.28 -0.77 0.41 -0.323
C 10.478799 15.479881 9.754218 -0.56 1.26 -0.23 -0.010
C 9.310746 14.918851 9.277317 -1.43 2.50 -0.92 -0.047
C 8.997550 13.628912 9.497836 -0.66 -1.58 0.14 -0.021
C 9.886332 12.818229 10.230603 1.30 1.34 0.35 -0.280
C 9.508311 11.486179 10.226034 -0.09 0.08 -0.87 0.072
S 12.888673 10.451422 11.040880 -0.16 1.64 0.13 0.613
C 12.156719 9.344629 12.174145 -0.77 -0.12 0.10 -0.701
C 12.492985 7.992833 12.057246 0.24 0.40 0.31 -0.108
C 12.204858 7.166315 13.138942 0.57 -0.57 -0.62 -0.069
C 11.535632 7.626814 14.262136 -1.12 0.44 0.48 -0.066
C 10.995846 8.913672 14.272259 0.06 0.49 0.05 -0.124
C 11.333514 9.792113 13.228596 1.60 -0.26 0.29 -0.622
S 11.557382 11.486915 13.695979 0.08 -0.55 0.49 0.537
N 11.061080 13.409395 10.836515 -2.98 1.11 -2.83 -0.042
H 17.409596 13.776282 12.643743 0.58 -0.32 -0.58 0.092
H 18.197754 15.779780 13.774482 -1.13 0.20 0.28 0.127
H 16.412948 17.463723 14.642235 -0.12 -0.61 -0.38 0.117
H 14.021470 16.866120 14.486739 -0.06 0.16 -0.17 0.110
H 13.418532 15.402560 10.623156 -0.93 -0.63 0.75 0.103
H 12.267310 16.515942 11.310291 -0.30 -0.72 -0.27 0.106
H 10.610400 16.579844 9.616354 0.24 -1.19 0.17 0.145
H 8.567315 15.613229 8.808852 0.80 -0.85 0.18 0.145
H 8.074581 13.096514 9.153762 0.87 1.12 0.17 0.143
H 8.662114 11.250028 9.551480 0.59 -0.04 0.75 0.101
H 10.110654 10.702579 10.578626 0.70 -0.91 0.60 0.029
H 13.143544 7.703374 11.212074 -0.58 -0.13 0.64 0.114
H 12.584461 6.148907 13.094104 -0.11 0.10 0.22 0.115
H 11.413218 7.031503 15.167729 0.02 -0.15 -0.47 0.117
H 10.429013 9.369534 15.116148 0.71 -0.78 -0.51 0.108
S 9.209933 12.155597 14.024906 -1.03 0.22 0.25 0.662
C 8.221513 10.799971 13.645750 -0.40 0.79 0.61 -0.777
N 7.660924 10.739554 12.442729 1.72 0.82 -2.02 0.007
C 6.932521 9.570995 11.969995 -0.12 0.06 -1.49 -0.181
C 6.193750 8.957350 13.132498 -1.69 -0.54 -0.19 -0.170
C 7.181790 8.686043 14.254961 -0.72 -0.74 0.82 -0.163
N 7.873637 9.904660 14.565973 0.80 1.23 1.41 0.009
H 8.259031 11.257064 11.706941 -1.57 -0.88 1.57 0.093
H 7.698659 8.864702 11.565212 -0.76 0.25 0.02 0.136
H 6.245909 9.936679 11.129867 0.88 -0.76 1.18 0.151
H 5.663281 8.020145 12.857151 0.69 0.41 -0.10 0.133
H 5.325633 9.615467 13.401692 1.05 -0.25 0.27 0.141
H 7.944488 7.934539 13.950129 -0.64 0.18 0.20 0.134
H 6.661820 8.354859 15.196875 0.55 0.11 -1.06 0.151
H 8.056248 10.189987 15.543221 -0.05 -0.49 -1.02 0.160
N 15.949556 13.453580 4.465050 0.21 -1.77 0.31 0.071
C 15.326495 12.084220 4.139514 0.20 -0.02 -2.25 -0.110
C 15.189056 11.220975 5.342951 0.36 -0.72 0.83 -0.218
N 14.557253 11.889125 6.436723 -0.99 -0.16 0.38 -0.061
C 15.012736 13.193998 6.781919 0.95 0.30 0.22 -0.201
C 15.208692 14.138892 5.584740 -0.84 -0.40 0.31 -0.106
H 15.958226 13.979739 3.587507 0.21 0.23 0.38 0.183
H 16.928473 13.209004 4.746926 -0.77 0.75 -0.23 0.200
H 15.954831 11.588705 3.339328 -0.41 0.69 0.96 0.157
H 14.357319 12.275024 3.650670 0.25 0.16 0.43 0.141
H 16.154200 10.798796 5.668568 0.16 0.38 -0.16 0.135
H 14.636799 10.322253 5.061732 -0.20 0.20 -0.03 0.143
H 13.616145 11.613381 6.673013 0.20 0.22 -0.09 0.130
H 16.036187 13.133327 7.207413 -0.36 -0.19 0.32 0.129
H 14.371842 13.707632 7.543872 0.51 -0.60 -0.73 0.144
H 15.810483 14.941618 5.951552 0.27 0.83 -0.21 0.123
H 14.229541 14.469812 5.232191 0.32 0.08 -0.42 0.138
```
Forces are in eV/Å.

Calculated values
lowest unoccupied orbital energy (spin up / spin down): -4.5 / -6.9 eV
energy relative to the best compared isomer or geometry (same formula, charge and spin): 29.3 kcal/mol
multiplicity: 6
total charge: +2
⟨S²⟩: 8.81
Kohn-Sham gap (spin up / spin down): 6.17 / 5.05 eV
HOMO (spin up / spin down): -10.7 / -11.9 eV